This record from the Open Molecules 2025 dataset describes the ion C6H10NO with charge +1 in a non-equilibrium geometry. The level of theory is ωB97M-V with the def2-TZVPD basis set.

Each atom is followed by the atoms it is bonded to, with distances in Å.
Geometry (Å):
1 C 0.67767 -0.55553 0.05138  C2 1.856, C5 1.417, N7 1.350
2 C -1.02071 0.18915 -0.02400  C1 1.856, C6 1.462, O8 1.315
3 C 0.91604 1.55481 -1.05754  C4 1.578, N7 1.452, H9 1.114, H10 1.056
4 C 0.09361 2.16669 0.14188  C3 1.578, O8 1.305, H11 1.067
5 C 1.01483 -1.78449 0.67014  C1 1.417, H12 1.132, H13 1.064, H14 1.118
6 C -2.15591 -0.70834 0.18501  C2 1.462, H15 1.098, H16 1.129, H17 1.149
7 N 1.48738 0.29662 -0.61162  C1 1.350, C3 1.452, H18 0.954
8 O -0.93103 1.41584 0.44138  C2 1.315, C4 1.305
9 H 0.12502 1.30117 -1.80053  C3 1.114
10 H 1.70101 2.17722 -1.39028  C3 1.056
11 H 0.27161 3.04346 0.72393  C4 1.067
12 H 0.12068 -2.11117 1.28322  C5 1.132
13 H 1.77266 -1.75072 1.41555  C5 1.064
14 H 1.04108 -2.56429 -0.13071  C5 1.118
15 H -2.49957 -0.87105 1.21491  C6 1.098
16 H -1.95058 -1.74277 -0.21797  C6 1.129
17 H -3.10224 -0.27979 -0.30645  C6 1.149
18 H 2.43845 0.22317 -0.58831  N7 0.954

The calculation puts the total energy at -364.19463 hartree. As for the molecular weight: 112.2 g/mol. The spin multiplicity is 1. The calculation puts the energy above the lowest of the compared OMol25 structures with the same formula, charge and spin at 400.7 kJ/mol. The calculation puts the largest force on an atom at 6.95 eV/A. The HOMO-LUMO gap (alpha / beta) is 0.2709 / 0.2879 Ha. Its net charge is +1.


This record from the Open Molecules 2025 dataset describes the ion C6H10NO with charge +1 in a non-equilibrium geometry. The level of theory is ωB97M-V with the def2-TZVPD basis set.

Each atom is followed by the atoms it is bonded to, with distances in Å.
Geometry (Å):
1 C 1.68904 -1.27023 0.98500  C2 1.429, H9 1.044, H10 1.139, H11 1.123
2 C 0.58825 -0.41400 0.67412  C1 1.429, C3 1.359, O8 1.413
3 C 0.21536 0.22388 -0.46653  C2 1.359, C4 1.465, N5 1.425
4 C 0.92553 0.47787 -1.72238  C3 1.465, H12 1.098, H13 1.052, H14 1.093
5 N -1.01627 0.90217 -0.23491  C3 1.425, C6 1.501, C7 1.524, H15 1.058
6 C -2.16107 -0.01944 0.06881  N5 1.501, C7 1.493, H16 1.096, H17 1.063
7 C -1.32377 0.48372 1.19813  N5 1.524, C6 1.493, O8 1.331, H18 1.088
8 O -0.27910 -0.12737 1.75209  C2 1.413, C7 1.331
9 H 1.64107 -1.55872 1.98765  C1 1.044
10 H 2.66351 -0.70267 0.82745  C1 1.139
11 H 1.86371 -2.10537 0.25500  C1 1.123
12 H 1.84395 1.06076 -1.56956  C4 1.098
13 H 0.23751 1.09226 -2.22794  C4 1.052
14 H 1.33819 -0.27248 -2.40130  C4 1.093
15 H -1.24521 1.83187 -0.68454  N5 1.058
16 H -2.05332 -1.06255 -0.25036  C6 1.096
17 H -3.16090 0.29267 -0.11046  C6 1.063
18 H -1.76647 1.16761 1.91973  C7 1.088

The calculation puts the total energy at -364.28055 hartree. As for the molecular weight: 112.2 g/mol. The spin multiplicity is 1. The calculation puts the energy above the lowest of the compared OMol25 structures with the same formula, charge and spin at 175.1 kJ/mol. The calculation puts the largest force on an atom at 3.92 eV/A. The HOMO-LUMO gap is 0.3759 Ha. Its net charge is +1. As for the SMILES: CC1=C(C)[N@H+]2C[C@H]2O1.


Question: The lowest energy above the lowest of the compared OMol25 structures with the same formula, charge and spin belongs to which entry?
Answer: number 2